Entry 1:
{"formula": "C48H57F11N6O7PTi", "method": "ωB97M-V with the def2-TZVPD basis set", "e_homo_ev": [-2.57, -5.66], "orbital_gap_ev": [4.8, 7.6], "e_tot_ha": -5008.20884, "charge": -1, "spin_multiplicity": 3, "s2": 2.039, "largest_force_ha_per_bohr": 0.0283, "symbols": ["Ti", "C", "C", "N", "C", "C", "C", "O", "O", "C", "O", "C", "C", "C", "F", "C", "C", "C", "N", "C", "C", "N", "C", "C", "H", "H", "H", "H", "H", "H", "H", "H", "H", "H", "H", "H", "H", "H", "H", "H", "H", "H", "O", "P", "N", "C", "C", "C", "C", "N", "C", "C", "C", "C", "N", "C", "C", "C", "C", "H", "H", "H", "H", "H", "H", "H", "H", "H", "H", "H", "H", "H", "H", "H", "H", "H", "H", "H", "H", "H", "H", "H", "H", "F", "C", "F", "F", "C", "O", "C", "F", "F", "F", "C", "F", "F", "F", "C", "C", "C", "C", "C", "C", "C", "C", "C", "C", "O", "O", "H", "H", "H", "H", "H", "H", "H", "H", "H", "H", "H", "F", "C", "C", "C", "C", "C", "C", "H", "H", "H", "H"], "xyz": [[0.582, -0.274, 2.036], [-1.987, -5.987, -2.380], [-2.828, -5.186, -1.394], [-2.181, -3.966, -0.950], [-1.470, -3.997, 0.222], [-0.843, -2.907, 0.737], [-0.144, -3.094, 2.044], [0.014, -4.185, 2.545], [0.269, -1.980, 2.626], [-0.896, -1.678, 0.026], [-0.313, -0.572, 0.456], [-1.586, -1.641, -1.217], [-1.657, -0.474, -1.982], [-2.283, -0.474, -3.210], [-2.207, 0.681, -3.940], [-2.914, -1.590, -3.740], [-2.850, -2.766, -2.955], [-2.209, -2.806, -1.732], [-3.582, -1.624, -4.967], [-4.132, -0.430, -5.570], [-5.461, -0.648, -6.284], [-6.477, -1.165, -5.376], [-4.605, -3.727, -5.812], [-3.440, -2.798, -5.814], [-2.524, -6.881, -2.702], [-1.048, -6.291, -1.916], [-1.749, -5.392, -3.262], [-3.027, -5.783, -0.503], [-3.802, -4.936, -1.822], [-1.436, -4.940, 0.749], [-1.167, 0.424, -1.629], [-3.347, -3.647, -3.333], [-3.431, 0.031, -6.281], [-4.301, 0.302, -4.781], [-5.346, -1.353, -7.112], [-5.725, 0.321, -6.731], [-7.386, -1.192, -5.818], [-6.550, -0.583, -4.550], [-4.994, -4.140, -6.731], [-5.131, -3.931, -4.892], [-3.232, -2.472, -6.840], [-2.532, -3.323, -5.490], [0.928, 1.694, 1.288], [1.618, 3.022, 1.408], [1.197, 3.742, 2.834], [1.444, 5.164, 3.124], [0.191, 5.624, 3.866], [-0.210, 4.362, 4.625], [0.013, 3.266, 3.594], [3.232, 2.906, 1.193], [3.946, 1.612, 1.076], [5.401, 2.036, 0.931], [5.489, 3.313, 1.763], [4.159, 4.010, 1.472], [1.156, 4.094, 0.226], [-0.267, 4.481, 0.195], [-0.472, 5.017, -1.218], [0.463, 4.133, -2.042], [1.693, 4.012, -1.146], [1.634, 5.726, 2.207], [2.316, 5.267, 3.779], [-0.592, 5.897, 3.153], [0.384, 6.485, 4.507], [-1.238, 4.373, 4.985], [0.454, 4.215, 5.479], [-0.856, 3.179, 2.941], [0.198, 2.288, 4.029], [3.596, 1.057, 0.213], [3.788, 0.991, 1.952], [5.626, 2.255, -0.117], [6.074, 1.248, 1.264], [6.340, 3.942, 1.502], [5.555, 3.067, 2.823], [4.245, 4.669, 0.599], [3.828, 4.614, 2.316], [-0.487, 5.223, 0.965], [-0.908, 3.610, 0.369], [-0.154, 6.061, -1.276], [-1.513, 4.956, -1.531], [0.702, 4.550, -3.020], [0.009, 3.151, -2.189], [2.385, 4.842, -1.324], [2.237, 3.082, -1.305], [4.375, -0.515, 4.050], [3.266, -0.972, 4.656], [3.646, -1.459, 5.854], [2.790, -1.976, 3.942], [2.208, 0.176, 4.787], [1.629, 0.442, 3.606], [2.945, 1.465, 5.292], [3.601, 2.066, 4.298], [3.837, 1.221, 6.266], [2.070, 2.363, 5.778], [1.159, -0.229, 5.872], [0.098, 0.579, 5.824], [1.651, -0.160, 7.124], [0.729, -1.478, 5.677], [0.757, -3.938, -4.540], [1.274, -3.283, -3.288], [1.405, -1.906, -3.210], [1.913, -1.282, -2.074], [2.042, 0.217, -2.041], [2.323, -2.063, -0.998], [2.203, -3.455, -1.051], [2.672, -4.301, 0.101], [1.664, -4.042, -2.189], [3.022, -1.423, 0.187], [4.247, -1.456, 0.208], [2.294, -0.904, 1.110], [0.369, -3.193, -5.235], [-0.048, -4.643, -4.320], [1.548, -4.495, -5.049], [1.086, -1.293, -4.048], [3.096, 0.512, -2.065], [1.595, 0.629, -1.134], [1.548, 0.658, -2.908], [2.134, -4.063, 1.020], [3.731, -4.125, 0.295], [2.522, -5.361, -0.109], [1.568, -5.124, -2.225], [-5.288, 1.145, 3.895], [-4.009, 0.855, 3.525], [-3.485, 1.464, 2.403], [-2.179, 1.154, 2.041], [-1.375, 0.273, 2.771], [-1.980, -0.337, 3.872], [-3.286, -0.053, 4.266], [-4.096, 2.146, 1.824], [-1.781, 1.603, 1.135], [-1.427, -1.070, 4.448], [-3.740, -0.532, 5.124]]}



Entry 2:
{"formula": "C48H57N6OSSnTe", "method": "ωB97M-V with the def2-TZVPD basis set", "e_homo_ev": -8.86, "orbital_gap_ev": 5.4, "e_tot_ha": -3147.33405, "charge": 1, "largest_force_ha_per_bohr": 0.0109, "symbols": ["Sn", "C", "C", "C", "C", "C", "C", "C", "C", "C", "C", "C", "C", "C", "C", "C", "C", "N", "C", "C", "C", "N", "C", "C", "C", "N", "C", "C", "C", "C", "C", "C", "C", "C", "C", "C", "C", "C", "N", "C", "C", "H", "H", "H", "H", "H", "H", "H", "H", "H", "H", "H", "H", "H", "H", "H", "H", "H", "H", "H", "H", "H", "H", "H", "H", "H", "H", "H", "H", "H", "H", "H", "H", "H", "H", "H", "H", "H", "H", "H", "H", "H", "H", "H", "H", "C", "C", "O", "N", "C", "C", "C", "C", "C", "C", "N", "H", "H", "H", "H", "H", "H", "H", "H", "H", "H", "Te", "C", "C", "C", "C", "S", "H", "H", "H"], "xyz": [[-0.102, 1.082, -1.073], [-2.484, 1.911, 5.349], [-3.118, 1.954, 3.956], [-2.126, 2.383, 2.921], [-1.961, 3.648, 2.473], [-2.738, 4.877, 2.822], [-3.907, 5.107, 1.859], [-0.792, 3.609, 1.610], [0.388, 4.157, 1.268], [0.990, 2.755, 1.211], [1.997, 2.486, 2.292], [1.729, 2.742, 3.739], [2.304, 4.080, 4.219], [3.136, 2.106, 1.689], [2.816, 1.964, 0.251], [3.708, 1.379, -0.750], [3.249, 0.408, -1.549], [1.926, -0.058, -1.453], [1.955, -1.305, -1.856], [0.786, -2.134, -1.619], [0.124, -1.919, -0.305], [-0.175, -0.680, 0.215], [-0.651, -0.900, 1.492], [-1.227, 0.113, 2.346], [-1.179, 1.451, 2.278], [-0.447, 2.250, 1.341], [-0.650, -2.263, 1.766], [-0.141, -2.914, 0.621], [0.017, -4.394, 0.435], [-1.248, -5.056, -0.115], [-1.023, -2.925, 3.057], [0.187, -3.157, 3.968], [3.254, -1.662, -2.463], [4.050, -0.592, -2.290], [5.492, -0.416, -2.639], [6.440, -0.957, -1.562], [3.564, -3.018, -3.006], [3.902, -4.027, -1.901], [1.597, 2.289, -0.017], [4.440, 1.712, 2.310], [4.623, 0.191, 2.336], [-3.205, 1.577, 6.095], [-2.126, 2.899, 5.641], [-1.634, 1.227, 5.370], [-3.967, 2.639, 3.949], [-3.515, 0.969, 3.703], [-2.068, 5.739, 2.791], [-3.106, 4.806, 3.846], [-3.558, 5.119, 0.825], [-4.400, 6.058, 2.062], [-4.648, 4.312, 1.950], [0.815, 5.138, 1.174], [2.151, 1.924, 4.327], [0.650, 2.728, 3.908], [3.384, 4.116, 4.079], [2.093, 4.229, 5.277], [1.863, 4.908, 3.665], [4.770, 1.586, -0.703], [0.933, -3.180, -1.865], [-1.868, -0.278, 3.127], [0.282, -4.853, 1.391], [0.855, -4.607, -0.234], [-2.091, -4.899, 0.561], [-1.113, -6.131, -0.244], [-1.519, -4.627, -1.081], [-1.513, -3.879, 2.848], [-1.756, -2.321, 3.596], [0.914, -3.819, 3.496], [-0.111, -3.603, 4.918], [0.690, -2.210, 4.176], [5.691, 0.645, -2.806], [5.687, -0.920, -3.587], [6.181, -0.569, -0.575], [7.469, -0.671, -1.778], [6.398, -2.044, -1.514], [4.392, -2.942, -3.713], [2.703, -3.380, -3.575], [4.746, -3.683, -1.304], [4.154, -4.997, -2.327], [3.057, -4.166, -1.224], [4.480, 2.100, 3.328], [5.266, 2.181, 1.769], [3.846, -0.277, 2.942], [5.593, -0.076, 2.756], [4.559, -0.238, 1.333], [-1.361, 3.507, -4.339], [-1.864, 2.088, -4.429], [-1.119, 1.170, -4.748], [-3.184, 1.933, -4.186], [-3.859, 0.661, -4.127], [-4.127, 0.186, -2.713], [-5.308, -0.492, -2.426], [-5.511, -0.966, -1.143], [-4.528, -0.750, -0.189], [-3.393, -0.051, -0.564], [-3.190, 0.417, -1.798], [-0.286, 3.489, -4.182], [-1.840, 4.061, -3.532], [-1.564, 4.019, -5.280], [-3.686, 2.739, -3.852], [-3.239, -0.069, -4.652], [-4.803, 0.734, -4.668], [-6.050, -0.642, -3.199], [-6.419, -1.498, -0.891], [-4.636, -1.107, 0.826], [-2.604, 0.139, 0.158], [-0.221, -1.183, -3.414], [-1.365, -2.747, -4.149], [-1.231, -3.321, -5.385], [-2.236, -4.289, -5.646], [-3.105, -4.429, -4.603], [-2.711, -3.393, -3.307], [-0.445, -3.057, -6.078], [-2.307, -4.854, -6.563], [-3.944, -5.101, -4.525]]}



Which value of charge does entry 2 give?
+1



What is the charge in the first record?
-1



What is the charge in the first record?
-1



The highest charge belongs to which entry?
C48H57N6OSSnTe